Record 1
Here is 2 unconnected molecules or ions with the total composition C3H7NO2 in a non-equilibrium geometry from the OMol25 dataset. Energies are from wB97M-V/def2-TZVPD.

XYZ file:
```
13
Properties=species:S:1:pos:R:3
C 3.802 -0.343 -0.108
C -0.809 -0.427 -0.173
C 1.262 1.002 -0.079
N 0.488 -0.264 0.542
O 4.572 0.510 -0.098
O 3.179 -1.323 -0.122
H -1.162 0.534 -0.460
H -0.746 -0.886 -1.145
H -1.511 -1.113 0.235
H 1.228 0.834 -1.165
H 0.734 1.874 0.157
H 0.208 -0.037 1.497
H 1.012 -1.035 0.517
```

Output
DFT total energy: -323.645985 Ha
Relative energy (zero: lowest compared OMol25 entry of this formula, charge and spin): 3.6730 eV
Orbital gap: 7.308 eV
LUMO level: 0.020 Eh

=====

Record 2
Here is 2 unconnected molecules or ions with the total composition C5H9NO2 in a non-equilibrium geometry from the OMol25 dataset. Energies are from wB97M-V/def2-TZVPD.

XYZ file:
```
17
Properties=species:S:1:pos:R:3
O 1.646 1.906 1.514
C 1.183 1.251 0.622
N 1.776 0.268 -0.132
C 1.027 -0.826 -0.550
C 0.474 -1.388 0.743
C -0.816 -1.425 1.067
O -1.832 -0.333 -1.631
C -0.094 1.791 -0.058
H -2.510 -0.358 -2.320
H 0.148 -0.522 -1.226
H 1.734 -1.450 -1.098
H -1.503 -1.398 0.219
H 1.238 -1.616 1.476
H -1.206 -1.621 2.050
H -0.304 2.788 0.301
H -0.028 1.802 -1.140
H -0.933 1.130 0.163
```

Output
DFT total energy: -400.886097 Ha
Relative energy (zero: lowest compared OMol25 entry of this formula, charge and spin): 7.9093 eV
Orbital gap: 4.811 eV
LUMO level: -0.157 Eh

=====

Record 3
Here is 15 unconnected molecules or ions with the total composition C70H185N15O20 in a non-equilibrium geometry from the OMol25 dataset. Energies are from wB97M-V/def2-TZVPD.

XYZ file:
```
290
Properties=species:S:1:pos:R:3
C 18.586 27.187 18.496
O 19.083 28.176 19.412
C 20.175 28.989 18.891
C 20.527 29.972 20.058
N 21.420 30.924 19.523
C 21.902 31.876 20.463
C 22.835 32.854 19.764
O 21.976 33.673 19.044
C 22.367 34.858 18.454
H 19.443 26.578 18.207
H 18.217 27.674 17.594
H 17.799 26.548 18.895
H 19.971 29.558 17.984
H 21.020 28.380 18.569
H 21.013 29.433 20.871
H 19.619 30.466 20.402
H 21.023 31.465 18.769
H 22.422 31.309 21.235
H 21.102 32.314 21.060
H 23.557 32.353 19.119
H 23.464 33.428 20.444
H 22.362 35.611 19.242
H 21.629 35.217 17.736
H 23.332 34.749 17.960
C 26.505 16.194 19.520
O 26.316 17.153 18.468
C 26.479 18.471 18.915
C 26.081 19.506 17.922
N 24.671 19.624 17.876
C 24.093 20.636 16.978
C 22.546 20.599 17.005
O 22.100 19.306 16.614
C 20.724 19.019 16.995
H 27.480 16.219 20.006
H 26.357 15.184 19.138
H 25.702 16.446 20.213
H 27.542 18.530 19.149
H 25.881 18.502 19.826
H 26.518 19.208 16.969
H 26.505 20.432 18.310
H 24.190 18.740 17.792
H 24.418 20.515 15.945
H 24.336 21.627 17.361
H 22.103 21.315 16.313
H 22.136 20.820 17.991
H 20.044 19.800 16.655
H 20.843 19.114 18.075
H 20.276 18.041 16.820
C 10.957 18.680 17.829
O 11.805 19.820 17.998
C 11.813 20.670 16.820
C 12.420 22.028 17.247
N 13.858 22.037 17.130
C 14.383 23.389 17.345
C 14.016 24.468 16.253
O 14.698 25.693 16.603
C 14.330 26.779 15.756
H 11.327 18.008 17.055
H 9.961 19.029 17.557
H 11.035 18.076 18.733
H 10.813 20.869 16.434
H 12.402 20.150 16.065
H 12.063 22.265 18.249
H 12.042 22.775 16.550
H 14.286 21.274 17.634
H 15.464 23.340 17.478
H 13.942 23.766 18.268
H 12.934 24.586 16.314
H 14.152 24.168 15.214
H 14.915 27.660 16.020
H 13.263 26.994 15.809
H 14.588 26.638 14.706
C 13.046 18.011 9.770
O 13.242 18.003 11.111
C 13.394 16.715 11.598
C 13.158 16.761 13.130
N 14.362 17.318 13.767
C 14.099 17.906 15.120
C 15.386 18.635 15.490
O 15.840 19.666 14.601
C 16.958 20.411 15.027
H 13.814 17.442 9.247
H 13.114 19.042 9.423
H 12.062 17.625 9.504
H 14.341 16.277 11.282
H 12.608 16.053 11.236
H 13.172 15.732 13.488
H 12.182 17.120 13.457
H 14.803 18.038 13.213
H 13.760 17.213 15.890
H 13.350 18.681 14.957
H 16.248 17.982 15.628
H 15.148 19.045 16.471
H 17.088 21.240 14.331
H 17.878 19.857 15.208
H 16.763 20.877 15.993
C 27.617 26.228 22.902
O 26.988 25.595 21.836
C 27.314 24.218 21.757
C 26.407 23.548 20.715
N 25.009 23.629 21.134
C 24.184 23.256 19.954
C 22.702 23.562 20.197
O 22.557 24.988 20.166
C 21.281 25.358 20.552
H 27.247 25.849 23.855
H 27.431 27.302 22.891
H 28.697 26.105 22.982
H 27.229 23.766 22.745
H 28.340 23.981 21.472
H 26.650 22.488 20.635
H 26.523 23.992 19.726
H 24.963 24.612 21.361
H 24.267 22.199 19.698
H 24.562 23.760 19.065
H 22.419 23.111 21.148
H 22.106 23.088 19.417
H 20.464 25.270 19.836
H 21.268 26.430 20.752
H 21.021 24.789 21.445
C 13.761 20.947 20.821
C 14.429 19.645 20.330
C 13.679 18.303 20.765
O 14.378 17.150 20.274
C 13.561 16.042 20.417
N 14.462 19.736 18.872
H 13.537 20.994 21.887
H 12.757 21.055 20.409
H 14.232 21.887 20.534
H 15.460 19.684 20.683
H 12.647 18.417 20.435
H 13.533 18.337 21.845
H 12.591 16.205 19.947
H 13.450 15.812 21.477
H 14.108 15.238 19.925
H 13.521 19.930 18.559
H 14.575 18.766 18.612
C 16.942 16.224 18.461
C 17.224 15.971 19.924
C 18.565 15.127 20.147
O 18.191 13.740 19.964
C 19.227 12.879 20.107
N 17.171 17.232 20.626
H 17.148 15.346 17.849
H 17.624 16.985 18.079
H 15.960 16.667 18.298
H 16.452 15.328 20.345
H 18.901 15.313 21.167
H 19.365 15.495 19.504
H 19.979 12.905 19.318
H 18.819 11.870 20.173
H 19.725 12.917 21.076
H 17.413 16.945 21.563
H 16.188 17.463 20.634
C 22.442 17.347 24.429
C 21.251 18.308 24.445
C 21.685 19.699 23.856
O 20.512 20.538 23.745
C 20.820 21.710 22.982
N 20.246 17.638 23.634
H 23.291 17.724 25.000
H 22.752 17.213 23.393
H 22.251 16.384 24.903
H 20.815 18.320 25.444
H 22.109 19.580 22.859
H 22.369 20.139 24.582
H 21.756 22.147 23.329
H 20.066 22.449 23.255
H 20.739 21.550 21.907
H 19.617 18.363 23.319
H 20.759 17.446 22.785
C 16.002 26.416 22.381
C 15.519 25.012 22.938
C 14.473 25.134 24.072
O 13.886 23.876 24.279
C 13.362 23.627 25.585
N 15.054 24.176 21.837
H 15.145 26.759 21.801
H 16.770 26.238 21.629
H 16.461 27.110 23.086
H 16.344 24.461 23.389
H 13.595 25.766 23.935
H 15.019 25.449 24.961
H 12.891 22.646 25.643
H 12.643 24.381 25.908
H 14.199 23.699 26.279
H 14.710 23.359 22.321
H 14.207 24.584 21.469
C 17.215 20.110 23.422
C 17.242 20.297 24.924
C 17.375 19.018 25.795
O 16.223 18.161 25.665
C 16.121 17.210 26.756
N 18.359 21.158 25.284
H 18.125 19.716 22.970
H 16.987 21.013 22.854
H 16.456 19.371 23.166
H 16.256 20.739 25.070
H 17.565 19.317 26.826
H 18.287 18.486 25.523
H 15.909 17.625 27.741
H 17.005 16.573 26.743
H 15.300 16.558 26.457
H 18.790 21.010 26.185
H 19.130 20.896 24.685
C 16.758 25.506 13.487
C 17.758 24.552 12.940
C 18.495 23.898 14.144
O 19.335 22.916 13.481
C 20.452 22.565 14.228
N 17.093 23.652 12.003
H 17.117 26.418 13.964
H 16.142 25.026 14.247
H 16.213 25.841 12.605
H 18.499 25.170 12.435
H 17.824 23.408 14.849
H 19.013 24.639 14.753
H 21.106 21.885 13.682
H 20.111 22.008 15.101
H 20.994 23.481 14.462
H 17.804 22.955 11.836
H 16.446 23.100 12.548
C 18.462 23.376 17.801
C 17.899 22.929 19.173
C 18.977 22.308 20.024
O 19.390 21.045 19.417
C 18.356 19.978 19.523
N 17.390 24.108 19.826
H 18.894 22.592 17.179
H 19.329 24.027 17.908
H 17.754 23.918 17.173
H 17.084 22.211 19.081
H 18.697 22.085 21.054
H 19.867 22.937 20.033
H 17.611 20.092 18.735
H 17.857 19.966 20.493
H 18.854 19.026 19.338
H 16.741 23.882 20.566
H 16.918 24.716 19.172
C 22.289 25.174 16.951
C 23.718 25.215 16.374
C 23.987 24.563 14.995
O 23.668 23.164 15.121
C 24.027 22.408 14.001
N 24.034 26.634 16.280
H 21.598 25.413 16.142
H 22.063 25.868 17.760
H 22.020 24.135 17.145
H 24.396 24.829 17.136
H 25.019 24.652 14.656
H 23.396 25.005 14.193
H 25.113 22.317 14.019
H 23.687 22.803 13.044
H 23.677 21.383 14.123
H 23.421 27.078 15.611
H 23.787 27.007 17.185
C 21.870 15.432 21.387
C 22.097 16.808 20.727
C 22.590 16.772 19.237
O 21.752 15.863 18.482
C 22.339 15.677 17.181
N 20.997 17.689 21.042
H 22.805 14.876 21.453
H 21.214 14.800 20.790
H 21.426 15.579 22.372
H 22.890 17.340 21.252
H 23.596 16.362 19.150
H 22.558 17.789 18.848
H 21.963 14.732 16.791
H 23.425 15.626 17.102
H 22.045 16.554 16.605
H 20.259 17.338 20.449
H 21.103 18.634 20.700
C 10.713 24.843 22.695
C 10.612 24.191 21.335
C 11.268 24.970 20.180
O 12.645 25.266 20.522
C 13.298 26.163 19.630
N 10.882 22.784 21.468
H 11.712 24.712 23.110
H 10.052 24.294 23.365
H 10.454 25.901 22.713
H 9.566 24.206 21.030
H 10.634 25.849 20.057
H 11.202 24.342 19.292
H 13.007 27.213 19.649
H 13.081 25.903 18.594
H 14.375 26.056 19.762
H 11.793 22.827 21.901
H 10.288 22.406 22.193
```

Output
DFT total energy: -5103.598925 Ha
Relative energy (zero: lowest compared OMol25 entry of this formula, charge and spin): 3.2613 eV
Orbital gap: 8.902 eV
LUMO level: 0.022 Eh

=====

Record 4
Here is a single C3H6N2O2 molecule in a non-equilibrium geometry from the OMol25 dataset. Energies are from wB97M-V/def2-TZVPD.

XYZ file:
```
13
Properties=species:S:1:pos:R:3
C -0.601 -0.312 0.128
C 0.747 0.181 0.338
C 1.496 0.944 -0.777
H -0.758 -0.487 2.132
H -1.869 -1.415 1.417
H -2.104 -0.923 -1.069
H 1.270 -0.683 0.635
H 0.940 1.015 1.094
H 0.154 0.279 -1.786
N -1.323 -0.501 1.287
N -1.131 -0.681 -0.979
O 1.009 0.719 -1.943
O 2.170 1.866 -0.475
```

Output
DFT total energy: -377.893157 Ha
Relative energy (zero: lowest compared OMol25 entry of this formula, charge and spin): 1.8009 eV
Orbital gap: 10.695 eV
LUMO level: 0.017 Eh

=====

Record 5
Here is 2 unconnected molecules or ions with the total composition C10H16 in a non-equilibrium geometry from the OMol25 dataset. Energies are from wB97M-V/def2-TZVPD.

XYZ file:
```
26
Properties=species:S:1:pos:R:3
C -0.505 3.345 0.340
C -0.195 0.044 -1.385
C -1.549 -0.417 -1.453
C 0.091 1.053 -0.524
C -0.916 1.982 -0.092
C -2.525 0.419 -1.015
C -2.225 1.604 -0.295
H 0.519 -0.478 -2.009
H -1.810 -1.406 -1.809
H 1.155 1.226 -0.392
H -3.572 0.263 -1.242
H -0.194 3.952 -0.513
H 0.397 3.319 0.963
H -3.023 2.170 0.171
H -1.284 3.864 0.886
C 1.627 -2.479 0.802
C 2.107 -3.397 1.932
C 2.495 -1.182 0.657
H 1.611 -2.942 -0.186
H 0.606 -2.137 0.966
H 2.870 -2.843 2.462
H 1.879 -0.354 0.996
H 3.352 -1.172 1.332
H 2.886 -1.059 -0.350
H 1.263 -3.676 2.573
H 2.390 -4.392 1.598
```

Output
DFT total energy: -390.588662 Ha
Relative energy (zero: lowest compared OMol25 entry of this formula, charge and spin): 1.2847 eV
Orbital gap: 9.745 eV
LUMO level: 0.037 Eh

=====

Record 6
Here is 7 unconnected molecules or ions with the total composition C5H25NO6S2 in a non-equilibrium geometry from the OMol25 dataset. Energies are from wB97M-V/def2-TZVPD.

XYZ file:
```
39
Properties=species:S:1:pos:R:3
N -0.497 -2.245 2.292
C -0.024 -2.865 1.069
C -0.598 -2.358 -0.262
S 0.564 -2.899 -1.567
S 1.136 -1.206 -2.561
C 2.040 -0.108 -1.422
C 2.558 1.039 -2.296
C 1.451 2.086 -2.475
H -1.370 -2.537 2.717
H -0.522 -1.241 2.363
H -0.093 -3.946 1.206
H 1.058 -2.747 1.128
H -0.696 -1.289 -0.238
H -1.500 -2.916 -0.493
H 2.814 -0.653 -0.881
H 1.398 0.314 -0.649
H 3.393 1.488 -1.764
H 2.953 0.805 -3.287
H 1.195 2.534 -1.510
H 0.520 1.684 -2.868
H 1.714 3.005 -3.008
H -2.299 2.383 3.101
H -1.897 3.320 2.112
O -1.517 2.539 2.550
H -2.928 -1.317 -0.288
H -3.773 -0.992 1.038
O -3.011 -0.766 0.500
H 0.298 1.397 4.672
H 0.932 0.376 3.950
O 0.324 0.427 4.706
H -0.215 1.222 -0.809
H -1.600 0.581 -0.501
O -1.158 1.313 -0.962
H -2.137 2.646 -0.451
H -1.874 4.173 -0.385
O -2.377 3.466 0.030
H 0.829 3.449 2.917
H 0.458 2.957 1.574
O 1.228 3.023 2.150
```

Output
DFT total energy: -1508.034597 Ha
Relative energy (zero: lowest compared OMol25 entry of this formula, charge and spin): 0.0000 eV
Orbital gap: 8.710 eV
LUMO level: 0.008 Eh

=====

Record 7
Here is a single C4H4O3 molecule in a non-equilibrium geometry from the OMol25 dataset. Energies are from wB97M-V/def2-TZVPD.

XYZ file:
```
11
Properties=species:S:1:pos:R:3
C -1.630 0.244 -0.520
C -0.461 -0.557 -0.223
O 0.043 -1.396 -0.948
C 0.509 -0.312 0.888
O 0.351 -0.749 1.999
C 1.820 0.269 0.351
O 1.793 1.113 -0.513
H -2.094 0.924 0.191
H -2.401 -0.294 -1.113
H -0.676 0.860 -0.926
H 2.748 -0.102 0.814
```

Output
DFT total energy: -380.452466 Ha
Relative energy (zero: lowest compared OMol25 entry of this formula, charge and spin): 2.5732 eV
Orbital gap: 9.205 eV
LUMO level: -0.023 Eh

=====

Record 8
Here is 2 unconnected molecules or ions with the total composition C5H13ClN2Si in a non-equilibrium geometry from the OMol25 dataset. Energies are from wB97M-V/def2-TZVPD.

XYZ file:
```
22
Properties=species:S:1:pos:R:3
C -0.808 -2.601 1.488
C -0.700 -2.338 0.008
C 1.551 2.542 2.247
C -1.383 0.249 -3.330
C 1.802 1.855 0.939
N -0.484 -0.291 -2.335
N 1.904 0.623 0.730
Si -0.890 -0.758 -0.742
Cl -1.903 0.777 0.073
H -1.411 -1.843 1.983
H 0.173 -2.626 1.968
H -0.152 -3.098 -0.541
H 0.493 2.452 2.495
H 2.120 2.061 3.043
H 1.810 3.596 2.200
H -1.801 -0.533 -3.972
H -2.205 0.766 -2.838
H -0.850 0.966 -3.959
H -1.276 -3.569 1.661
H 1.900 2.495 0.065
H 0.305 -0.763 -2.744
H 1.803 0.040 1.559
```

Output
DFT total energy: -1057.495129 Ha
Relative energy (zero: lowest compared OMol25 entry of this formula, charge and spin): 2.4379 eV
Orbital gap: 8.019 eV
LUMO level: 0.025 Eh

=====

> What is the formula in the seventh record?

C4H4O3

=====

> What is the LUMO level in the fourth record?

0.017 Eh

=====

> Which of these has the lowest orbital gap?

C5H9NO2

=====

> Which value of relative energy (zero: lowest compared OMol25 entry of this formula, charge and spin) does entry 1 give?

3.6730 eV